# 1
Computed, not measured: a single C3H6N2O3 molecule, with ωB97M-V/def2-TZVPD.

Atoms and positions in Å:
C: 1.877 0.007 0.608
C: 0.351 -0.057 0.574
C: -2.013 0.116 -0.199
H: 2.236 0.715 -0.873
H: 2.282 0.878 0.984
H: 2.187 -0.893 1.155
H: -0.070 -0.069 1.543
H: -1.929 -1.922 -0.253
H: -3.068 0.156 -0.233
N: -1.488 -1.097 0.323
N: -1.292 1.124 -0.358
O: 2.346 -0.343 -0.795
O: -0.259 -0.938 -0.331
O: -0.020 1.350 0.129

lowest unoccupied orbital energy	0.798	eV
SMILES string	OC[C@H]1ON=CNO1
frontier orbital gap	10.17	eV
energy relative to the best compared isomer or geometry (same formula, charge and spin)	183.55	kcal/mol
max |F|	6.9	eV/Å
HOMO level	-9.37	eV

# 2
Computed, not measured: a 2-piece molecular cluster, C8H13N2O2 overall, with ωB97M-V/def2-TZVPD.

Atoms and positions in Å:
C: -0.277 -1.592 -0.054
C: 1.863 -1.001 0.252
C: 0.964 -2.093 0.023
C: 1.412 -3.497 -0.188
C: 0.855 2.353 1.224
C: 0.788 1.540 -1.337
C: -4.482 0.952 0.720
C: 0.992 1.317 0.128
N: -1.235 -0.941 0.153
N: 1.459 0.210 0.567
O: 1.491 0.585 -2.063
O: -3.638 0.326 0.191
H: 2.842 -1.098 0.601
H: 0.713 -4.102 0.283
H: 2.362 -3.608 0.326
H: 1.509 -3.540 -1.288
H: 1.876 2.814 1.224
H: 0.591 1.808 2.209
H: 0.210 3.208 0.935
H: 1.032 2.621 -1.577
H: -0.362 1.565 -1.395
H: -4.259 1.663 1.488
H: -5.462 1.017 0.159
H: 0.819 -0.013 -2.383
H: -2.062 -0.495 -0.199

lowest unoccupied orbital energy	-3.892	eV
net charge	+1
frontier orbital gap	8.79	eV
energy relative to the best compared isomer or geometry (same formula, charge and spin)	105.49	kcal/mol
max |F|	3.6	eV/Å
HOMO level	-12.68	eV

# 3
Computed, not measured: C56H39BrCl5KN3O3P2S3 as an isolated structure, with ωB97M-V/def2-TZVPD.

Atoms and positions in Å:
K: 1.707 -0.449 0.749
O: 2.036 2.754 -2.014
S: 0.971 1.784 -1.652
C: -0.470 2.855 -1.327
C: -0.727 3.827 -2.286
C: -1.747 4.742 -2.092
C: -2.503 4.684 -0.927
C: -2.227 3.726 0.035
C: -1.196 2.797 -0.133
P: -0.844 1.477 1.124
C: -2.489 1.360 1.924
C: -2.782 1.917 3.164
C: -4.040 1.753 3.731
C: -5.021 1.035 3.064
C: -4.737 0.474 1.825
C: -3.479 0.630 1.268
C: 0.112 2.397 2.393
C: 0.743 1.617 3.369
C: 1.550 2.208 4.328
C: 1.748 3.583 4.326
C: 1.115 4.367 3.372
C: 0.299 3.777 2.415
C: 0.457 1.105 -3.253
C: 1.267 1.454 -4.317
C: 0.941 1.013 -5.593
C: -0.206 0.251 -5.792
C: -0.996 -0.108 -4.708
C: -0.650 0.279 -3.416
P: -1.580 -0.224 -1.918
C: -3.296 0.060 -2.492
C: -3.680 1.384 -2.720
C: -4.985 1.688 -3.069
C: -5.932 0.677 -3.180
C: -5.561 -0.638 -2.949
C: -4.249 -0.947 -2.606
C: -1.517 -2.049 -1.860
C: -1.803 -2.602 -0.607
C: -1.805 -3.977 -0.427
C: -1.492 -4.816 -1.487
C: -1.180 -4.273 -2.729
C: -1.199 -2.898 -2.916
H: -0.113 3.861 -3.178
H: -1.953 5.492 -2.844
H: -3.310 5.389 -0.764
H: -2.823 3.692 0.939
H: -2.023 2.474 3.698
H: -4.251 2.187 4.701
H: -5.999 0.905 3.510
H: -5.493 -0.095 1.297
H: -3.260 0.179 0.310
H: 0.578 0.544 3.380
H: 2.039 1.589 5.070
H: 2.397 4.040 5.062
H: 1.264 5.440 3.363
H: -0.177 4.399 1.666
H: 2.139 2.068 -4.126
H: 1.578 1.271 -6.429
H: -0.477 -0.074 -6.789
H: -1.891 -0.700 -4.861
H: -2.951 2.180 -2.623
H: -5.266 2.720 -3.243
H: -6.955 0.916 -3.441
H: -6.293 -1.433 -3.032
H: -3.968 -1.977 -2.424
H: -1.995 -1.949 0.242
H: -2.029 -4.392 0.551
H: -1.473 -5.889 -1.341
H: -0.904 -4.920 -3.552
H: -0.921 -2.493 -3.880
C: 3.313 3.559 0.775
C: 4.007 2.523 1.584
N: 3.691 1.267 1.606
C: 4.559 0.542 2.390
C: 5.539 1.268 2.993
S: 5.392 2.912 2.545
C: 4.409 -0.915 2.521
C: 4.747 -1.637 3.624
S: 4.479 -3.300 3.326
C: 3.912 -2.919 1.739
N: 3.934 -1.654 1.464
C: 3.388 -3.962 0.811
H: 2.238 3.403 0.822
H: 3.608 3.458 -0.269
H: 3.541 4.564 1.129
H: 6.343 0.910 3.613
H: 5.108 -1.272 4.571
H: 3.610 -4.966 1.171
H: 3.820 -3.826 -0.180
H: 2.306 -3.843 0.735
Cl: 1.717 -1.904 -1.793
C: 3.248 -1.169 -2.349
C: 3.736 -0.094 -1.651
C: 4.940 0.377 -2.137
Cl: 5.713 1.738 -1.311
C: 5.606 -0.148 -3.241
Cl: 7.124 0.491 -3.792
C: 5.032 -1.220 -3.928
Cl: 5.811 -1.888 -5.322
C: 3.827 -1.746 -3.476
Cl: 3.092 -3.071 -4.326
Br: -4.576 -4.651 4.555
C: -2.762 -4.590 3.993
C: -2.005 -5.750 4.020
N: -0.731 -5.776 3.643
C: -0.186 -4.633 3.224
C: -0.874 -3.428 3.159
C: -2.201 -3.405 3.560
C: -0.208 -2.156 2.640
O: -0.918 -1.131 2.627
O: 0.983 -2.263 2.271
H: -2.442 -6.684 4.357
H: 0.852 -4.660 2.915
H: -2.749 -2.472 3.518

lowest unoccupied orbital energy	2.052	eV
net charge	-1
frontier orbital gap	6.99	eV
energy relative to the best compared isomer or geometry (same formula, charge and spin)	0.00	kcal/mol
max |F|	0.7	eV/Å
HOMO level	-4.94	eV

# 4
Computed, not measured: a 2-piece molecular cluster, CHO3PS2 overall, with ωB97M-V/def2-TZVPD.

Atoms and positions in Å:
C: 0.179 1.508 -0.705
O: 1.215 -2.544 0.648
O: 0.372 1.420 -1.891
O: -1.398 0.388 1.368
P: -0.807 -0.052 0.093
S: 0.464 2.652 0.374
S: -2.014 -1.248 -0.947
H: 1.989 -2.124 1.059

lowest unoccupied orbital energy (spin up / spin down)	5.544 / 5.544	eV
net charge	-2
frontier orbital gap (spin up / spin down)	5.69 / 5.69	eV
energy relative to the best compared isomer or geometry (same formula, charge and spin)	76.61	kcal/mol
max |F|	3.0	eV/Å
HOMO level (spin up / spin down)	-0.14 / -0.15	eV

# 5
Computed, not measured: a 3-piece molecular cluster, C30H70N4O4PS2 overall, with ωB97M-V/def2-TZVPD.

Atoms and positions in Å:
C: 7.775 -0.873 1.623
C: 6.670 0.201 1.017
C: 7.470 1.159 -0.079
C: 6.735 1.250 -1.542
C: 5.379 2.172 -1.578
C: 5.268 3.285 -0.376
C: 4.298 4.499 -0.944
C: 2.827 3.909 -1.463
C: 1.694 4.916 -0.772
C: 1.580 4.461 0.829
C: -0.004 4.395 1.270
C: -0.241 4.751 2.884
C: -1.864 4.937 3.238
C: -2.428 3.576 4.004
C: -2.469 2.397 2.821
C: -3.617 1.273 3.145
C: -3.783 0.128 1.944
C: -2.354 -0.632 1.687
C: -1.954 -0.855 0.113
C: -2.194 0.492 -0.836
N: -1.379 0.269 -2.090
C: -2.156 0.543 -3.359
N: -2.153 1.876 -3.791
P: -1.285 3.187 -2.875
S: -2.399 3.943 -1.440
N: -2.835 -0.567 -4.128
S: -3.259 -1.934 -3.119
C: -4.135 -0.138 -4.771
N: -5.134 0.504 -3.834
H: 7.293 -1.675 2.351
H: 8.240 -1.428 0.696
H: 8.643 -0.313 2.212
H: 5.813 -0.371 0.454
H: 6.233 0.803 1.930
H: 7.737 2.224 0.389
H: 8.521 0.624 -0.257
H: 7.523 1.622 -2.328
H: 6.406 0.138 -1.818
H: 4.429 1.481 -1.584
H: 5.385 2.758 -2.608
H: 4.736 2.835 0.588
H: 6.298 3.786 -0.106
H: 4.847 4.982 -1.885
H: 4.129 5.326 -0.102
H: 2.635 2.802 -1.134
H: 2.758 3.950 -2.641
H: 0.647 4.773 -1.285
H: 2.062 6.026 -0.905
H: 2.091 5.276 1.496
H: 2.056 3.390 0.961
H: -0.587 5.224 0.652
H: -0.375 3.303 1.011
H: 0.272 5.794 3.067
H: 0.255 3.885 3.513
H: -1.985 5.880 3.939
H: -2.517 5.019 2.242
H: -3.470 3.720 4.517
H: -1.577 3.234 4.752
H: -1.364 1.971 2.783
H: -2.648 2.888 1.747
H: -4.697 1.764 3.277
H: -3.365 0.714 4.149
H: -4.545 -0.671 2.399
H: -4.304 0.552 0.986
H: -2.467 -1.720 2.163
H: -1.435 -0.147 2.274
H: -2.575 -1.780 -0.283
H: -0.796 -1.142 0.085
H: -1.676 1.386 -0.254
H: -3.339 0.667 -1.009
H: -0.882 -0.648 -2.102
H: -2.623 2.201 -4.669
H: -0.032 2.635 -2.401
H: -1.022 4.254 -3.827
H: -4.265 -1.517 -2.189
H: -3.842 0.604 -5.657
H: -4.612 -1.127 -5.239
H: -4.812 1.425 -3.461
H: -5.956 0.756 -4.462
C: -5.578 -6.374 -1.798
O: -4.457 -7.250 -1.783
C: -4.531 -8.244 -2.809
C: -3.697 -7.850 -4.034
O: -4.212 -6.675 -4.666
C: -3.512 -5.497 -4.275
H: -5.321 -5.475 -1.232
H: -5.868 -6.076 -2.810
H: -6.424 -6.868 -1.310
H: -5.575 -8.440 -3.087
H: -4.120 -9.168 -2.388
H: -3.753 -8.659 -4.769
H: -2.641 -7.716 -3.767
H: -2.580 -5.421 -4.842
H: -3.289 -5.482 -3.205
H: -4.140 -4.633 -4.509
C: 1.808 -4.478 4.209
O: 2.783 -3.472 4.452
C: 3.102 -2.729 3.272
C: 2.334 -1.403 3.218
O: 0.923 -1.616 3.111
C: 0.263 -1.519 4.368
H: 1.379 -4.782 5.168
H: 0.998 -4.133 3.560
H: 2.295 -5.345 3.751
H: 2.919 -3.330 2.372
H: 4.175 -2.510 3.313
H: 2.644 -0.857 2.321
H: 2.567 -0.776 4.087
H: 0.107 -0.465 4.619
H: 0.823 -2.004 5.171
H: -0.711 -2.009 4.282

lowest unoccupied orbital energy	-4.529	eV
net charge	+1
frontier orbital gap	6.40	eV
max |F|	4.6	eV/Å
HOMO level	-10.93	eV